ORCA calculation (wB97M-V/def2-TZVPD) on the molecule C9H16N2O3 at a distorted geometry.

Geometry as XYZ:
```
30
Properties=species:S:1:pos:R:3:forces:R:3
C 2.95684 0.57963 1.59246 -0.1 0.1 -0.1
C 1.77520 1.10741 0.81629 0.6 0.4 0.1
O 1.66251 2.23297 0.42028 0.1 0.0 -0.1
O 0.87764 0.12430 0.65150 -0.4 -0.4 0.0
C -0.36379 0.34579 -0.02015 -0.9 -0.4 -0.5
N -1.02188 1.42643 0.71765 1.0 1.1 0.8
O -2.39636 1.53914 0.47436 -1.1 0.3 -0.8
N -1.94272 1.03658 1.71156 0.3 -1.4 0.4
C -2.04747 1.99912 2.78667 0.0 0.6 -0.2
C -0.19073 0.83230 -1.46170 0.3 0.1 0.2
C 0.51349 -0.22084 -2.30974 -0.3 0.0 -0.1
C -0.25711 -1.53701 -2.27757 0.3 -0.1 0.1
C -0.39753 -2.02811 -0.84037 -0.2 0.1 -0.1
C -1.11042 -0.98997 0.02020 0.4 0.0 0.1
H 2.68399 0.51634 2.64375 0.0 0.0 0.1
H 3.79731 1.25741 1.48149 0.0 0.0 0.0
H 3.21689 -0.41615 1.24604 0.0 -0.1 0.0
H -3.07152 1.97662 3.15312 0.0 0.0 0.1
H -1.36941 1.66909 3.57072 0.0 0.0 0.0
H -1.78248 3.00736 2.46122 0.0 0.0 0.0
H 0.36788 1.76829 -1.45358 -0.1 0.0 0.0
H -1.18831 1.03271 -1.85815 0.0 0.0 0.0
H 1.52369 -0.37983 -1.92535 0.1 0.0 -0.1
H 0.59815 0.14354 -3.33471 0.1 0.0 0.0
H -1.24889 -1.38759 -2.71052 -0.1 0.0 -0.1
H 0.26274 -2.28677 -2.87680 -0.1 0.0 -0.1
H -0.96050 -2.96274 -0.81445 0.1 0.0 0.0
H 0.59273 -2.21643 -0.42158 0.0 -0.1 0.0
H -2.12461 -0.82546 -0.34789 0.0 0.0 0.1
H -1.16713 -1.32652 1.05664 -0.1 0.1 -0.1
```
Positions in Å, forces in eV/Å.

The calculation puts the HOMO-LUMO gap at 10.37 eV. The relative energy (zero: lowest compared OMol25 entry of this formula, charge and spin) is 126.26 kcal/mol. As for the highest occupied orbital energy: -9.501 eV.